The following is a quantum chemistry calculation of 12 unconnected molecules or ions with the total composition C42H78F18O30S6 at a distorted geometry, from the Open Molecules 2025 dataset.

Computed properties:
SMILES = CCOC(=O)C(F)(F)F.CCOC(=O)C(F)(F)F.CCOC(=O)C(F)(F)F.CCOC(=O)C(F)(F)F.CCOC(=O)C(F)(F)F.CCOC(=O)C(F)(F)F.CCOS(C)(=O)=O.CCOS(C)(=O)=O.CCOS(C)(=O)=O.CCOS(C)(=O)=O.CCOS(C)(=O)=O.CCOS(C)(=O)=O
LUMO level = -0.003 Ha
HOMO-LUMO gap = 10.47 eV
energy above the lowest of the compared OMol25 structures with the same formula, charge and spin = 0.736 eV
M = 1597.42 u

Atoms and positions in Å:
1 O 16.61 -18.09 25.46
2 S 15.37 -17.37 25.33
3 O 14.59 -16.95 26.46
4 O 15.71 -16.03 24.50
5 C 16.36 -16.23 23.21
6 C 16.12 -15.00 22.45
7 C 14.29 -18.26 24.16
8 H 15.85 -17.05 22.61
9 H 17.46 -16.48 23.27
10 H 16.29 -15.17 21.35
11 H 16.73 -14.15 22.86
12 H 15.10 -14.69 22.45
13 H 13.91 -19.09 24.74
14 H 14.74 -18.62 23.23
15 H 13.37 -17.64 23.86
16 O 13.55 -20.88 13.61
17 S 12.97 -19.73 14.22
18 O 13.48 -18.39 14.09
19 O 11.41 -19.65 13.77
20 C 10.65 -20.87 13.47
21 C 9.24 -20.32 13.16
22 C 12.90 -20.09 15.94
23 H 10.67 -21.58 14.26
24 H 11.13 -21.24 12.57
25 H 9.42 -19.49 12.52
26 H 8.67 -20.08 14.08
27 H 8.70 -21.16 12.62
28 H 12.17 -20.91 16.03
29 H 12.48 -19.22 16.49
30 H 13.78 -20.47 16.38
31 O 10.30 -13.51 16.16
32 S 10.55 -14.56 17.10
33 O 11.10 -15.75 16.50
34 O 11.52 -14.14 18.21
35 C 12.83 -13.60 17.87
36 C 13.46 -13.23 19.16
37 C 9.09 -14.86 18.05
38 H 12.57 -12.76 17.20
39 H 13.43 -14.31 17.32
40 H 12.81 -12.52 19.78
41 H 14.37 -12.67 18.96
42 H 13.58 -14.05 19.83
43 H 9.19 -15.86 18.51
44 H 8.24 -14.64 17.36
45 H 9.02 -14.17 18.87
46 O 8.35 -19.08 18.10
47 S 8.65 -20.47 17.88
48 O 9.76 -20.78 17.07
49 O 8.67 -21.12 19.33
50 C 9.30 -20.33 20.42
51 C 10.51 -21.00 21.03
52 C 7.17 -21.34 17.38
53 H 8.47 -20.26 21.14
54 H 9.51 -19.35 20.02
55 H 10.86 -20.44 21.92
56 H 11.29 -20.99 20.27
57 H 10.31 -22.00 21.22
58 H 6.91 -21.10 16.31
59 H 6.43 -20.97 18.08
60 H 7.53 -22.36 17.30
61 O 15.69 -14.56 15.26
62 S 15.52 -13.73 14.06
63 O 16.60 -13.45 13.20
64 O 14.26 -14.32 13.21
65 C 13.59 -15.56 13.63
66 C 12.09 -15.32 13.39
67 C 14.76 -12.12 14.43
68 H 13.77 -15.81 14.67
69 H 13.99 -16.31 12.97
70 H 11.43 -16.11 13.67
71 H 11.99 -15.03 12.33
72 H 11.81 -14.41 14.00
73 H 14.40 -11.80 13.47
74 H 15.50 -11.48 14.94
75 H 13.81 -12.28 14.97
76 O 14.04 -18.38 20.89
77 S 13.93 -17.73 19.58
78 O 14.60 -16.42 19.51
79 O 14.45 -18.61 18.38
80 C 15.71 -18.29 17.74
81 C 16.83 -18.22 18.80
82 C 12.20 -17.71 19.17
83 H 15.60 -17.36 17.17
84 H 15.84 -19.10 17.01
85 H 16.47 -17.67 19.63
86 H 17.76 -17.79 18.46
87 H 16.96 -19.23 19.17
88 H 11.77 -17.03 19.91
89 H 11.73 -18.73 19.30
90 H 11.99 -17.20 18.22
91 C 18.18 -20.47 23.77
92 C 18.38 -20.11 22.30
93 O 19.71 -19.96 22.07
94 C 20.37 -20.96 21.58
95 O 20.04 -22.11 21.47
96 C 21.88 -20.56 21.31
97 F 21.87 -19.52 20.51
98 F 22.50 -20.18 22.45
99 F 22.54 -21.53 20.64
100 H 18.70 -21.41 23.95
101 H 17.10 -20.64 23.92
102 H 18.63 -19.65 24.32
103 H 17.97 -19.09 22.05
104 H 17.96 -20.87 21.63
105 C 24.51 -17.15 19.99
106 C 24.04 -15.74 19.62
107 O 22.60 -15.72 19.46
108 C 21.87 -16.01 20.54
109 O 22.21 -16.40 21.63
110 C 20.35 -16.01 20.23
111 F 19.78 -14.96 20.82
112 F 20.09 -15.98 18.94
113 F 19.81 -17.17 20.67
114 H 25.62 -17.20 19.89
115 H 24.17 -17.92 19.28
116 H 24.34 -17.47 21.01
117 H 24.49 -15.38 18.67
118 H 24.33 -14.99 20.27
119 C 8.45 -11.94 24.12
120 C 8.73 -12.90 22.99
121 O 10.13 -13.16 22.90
122 C 10.53 -14.25 22.28
123 O 9.95 -14.86 21.45
124 C 11.89 -14.72 22.86
125 F 11.80 -15.53 23.93
126 F 12.49 -15.42 21.86
127 F 12.75 -13.77 23.18
128 H 7.48 -11.50 23.91
129 H 9.15 -11.19 24.26
130 H 8.48 -12.51 25.07
131 H 8.41 -12.41 22.10
132 H 8.19 -13.82 23.13
133 C 17.08 -14.59 18.45
134 C 18.15 -14.47 17.43
135 O 19.23 -13.71 18.05
136 C 19.46 -12.51 17.62
137 O 18.92 -11.88 16.73
138 C 20.78 -11.93 18.17
139 F 21.68 -11.95 17.20
140 F 20.47 -10.66 18.56
141 F 21.30 -12.62 19.22
142 H 16.18 -15.07 18.06
143 H 16.91 -13.63 18.90
144 H 17.37 -15.20 19.25
145 H 17.90 -14.07 16.40
146 H 18.58 -15.51 17.20
147 C 16.61 -19.21 12.17
148 C 16.68 -18.35 13.43
149 O 17.94 -17.60 13.31
150 C 18.29 -16.92 14.36
151 O 17.62 -16.78 15.34
152 C 19.50 -16.04 13.97
153 F 19.73 -15.22 14.98
154 F 20.52 -16.79 13.74
155 F 19.20 -15.30 12.89
156 H 16.52 -18.50 11.33
157 H 15.82 -19.96 12.30
158 H 17.59 -19.68 12.02
159 H 16.81 -18.93 14.30
160 H 15.87 -17.64 13.49
161 C 16.31 -22.27 15.60
162 C 17.42 -23.21 16.19
163 O 18.64 -22.39 16.41
164 C 18.59 -21.58 17.42
165 O 17.65 -21.42 18.13
166 C 20.01 -21.03 17.70
167 F 20.83 -22.02 18.15
168 F 20.59 -20.50 16.63
169 F 19.91 -20.10 18.64
170 H 15.77 -21.88 16.47
171 H 15.69 -22.81 14.91
172 H 16.78 -21.49 15.07
173 H 17.77 -23.93 15.51
174 H 17.10 -23.70 17.12

Atomic partial charges in e from the Mulliken method, atoms 1 to 4: number 1, O, carries -0.5811; number 2, S, carries 1.1712; number 3, O, carries -0.6458; number 4, O, carries -0.3238